The following is a DFT calculation (the ωB97M-V functional and the def2-TZVPD basis) of a molecular structure, C81H181N8O19V.

For the HOMO energy (alpha / beta), the calculation gives -4.3 / -4.4 eV. The spin multiplicity is 2. The charge is -1. The LUMO energy (alpha / beta) is 1.671 / 1.671 eV. As for the expectation value of S²: 0.799.

```
290
Properties=species:S:1:pos:R:3:mulliken_spin:R:1
O -2.619 16.470 26.361 -0.187
V -2.776 15.520 25.056 1.243
C -5.085 13.174 27.770 -0.001
C -4.683 13.196 26.263 0.026
C -5.474 12.284 25.288 -0.002
O -4.622 14.545 25.782 -0.025
H -6.109 13.541 27.843 0.000
H -4.370 13.676 28.421 0.002
H -5.133 12.119 28.038 -0.001
H -3.630 12.919 26.229 0.009
H -5.328 11.266 25.650 -0.001
H -5.121 12.223 24.259 -0.001
H -6.532 12.521 25.402 0.001
C -0.815 13.914 27.488 0.042
C -0.136 13.788 26.147 -0.023
C 0.100 12.284 25.876 -0.016
O -0.878 14.317 25.139 -0.043
H -0.845 14.952 27.818 -0.008
H -0.219 13.496 28.299 0.002
H -1.851 13.578 27.534 0.013
H 0.840 14.270 26.212 -0.004
H -0.836 11.765 25.671 -0.001
H 0.610 11.821 26.721 0.002
H 0.767 12.190 25.019 0.000
C -4.353 19.059 25.748 -0.001
C -3.300 19.518 24.659 0.004
C -2.220 20.335 25.452 -0.003
C -0.974 20.675 24.561 -0.001
C -0.327 19.401 24.097 0.004
C -1.334 18.546 23.267 -0.008
N -2.623 18.343 24.035 -0.022
O -3.442 17.262 23.643 -0.010
C -0.524 17.233 23.055 0.006
C -1.444 19.276 21.845 -0.002
C -4.107 20.357 23.647 -0.003
H -4.818 19.923 26.224 0.000
H -3.855 18.545 26.570 0.001
H -5.058 18.372 25.280 0.000
H -1.828 19.701 26.248 0.002
H -2.638 21.214 25.942 0.000
H -0.185 21.196 25.104 0.001
H -1.268 21.392 23.794 -0.001
H 0.108 18.936 24.982 -0.003
H 0.630 19.718 23.684 0.001
H -0.353 16.858 24.064 0.002
H 0.404 17.281 22.486 0.000
H -1.126 16.525 22.486 0.001
H -1.551 20.345 22.027 0.000
H -2.350 18.893 21.375 0.000
H -0.604 18.998 21.208 0.000
H -4.685 19.683 23.016 -0.001
H -3.574 21.025 22.970 0.000
H -4.854 21.035 24.060 0.000
C -1.611 4.700 26.321 0.000
C -2.653 5.594 25.639 0.000
C -3.871 5.702 26.640 0.000
C -4.876 6.729 26.112 0.000
C -4.292 8.123 26.013 0.000
C -3.082 8.135 25.044 -0.002
N -2.184 6.971 25.335 0.000
O -0.926 6.987 24.679 0.000
C -3.686 8.140 23.559 0.000
C -2.363 9.438 25.248 0.002
C -3.127 4.832 24.390 0.000
H -1.370 5.008 27.338 0.000
H -0.664 4.842 25.800 0.000
H -1.943 3.664 26.262 0.000
H -4.387 4.744 26.702 0.000
H -3.602 5.861 27.684 0.000
H -5.737 6.823 26.775 0.000
H -5.301 6.413 25.159 0.000
H -4.008 8.524 26.986 0.001
H -5.143 8.671 25.610 0.000
H -4.258 7.278 23.214 0.000
H -4.272 9.047 23.413 0.000
H -2.847 8.242 22.870 0.000
H -1.648 9.660 24.455 0.000
H -2.866 10.396 25.376 0.000
H -1.748 9.432 26.149 0.000
H -4.073 5.232 24.026 0.000
H -3.293 3.766 24.544 0.000
H -2.316 4.939 23.669 0.000
H -0.372 7.430 25.325 0.000
C 3.259 17.391 23.444 0.000
C 4.549 16.555 23.121 0.000
C 5.153 16.153 24.497 -0.001
C 4.478 14.978 25.193 0.000
C 4.234 13.751 24.210 0.001
C 3.640 14.132 22.815 0.000
N 4.303 15.353 22.284 0.000
O 3.890 15.652 20.926 0.000
C 3.945 13.012 21.781 0.000
C 2.049 14.271 22.885 -0.001
C 5.620 17.452 22.479 0.000
H 2.748 17.476 22.485 0.000
H 3.532 18.329 23.927 0.000
H 2.479 16.883 24.012 0.000
H 6.198 15.860 24.398 0.000
H 5.176 17.047 25.120 0.000
H 3.531 15.359 25.576 0.000
H 5.091 14.623 26.021 0.000
H 3.524 13.170 24.799 -0.001
H 5.142 13.151 24.147 0.000
H 3.422 13.173 20.838 0.000
H 5.010 12.904 21.575 0.000
H 3.596 12.011 22.031 0.000
H 1.500 13.360 22.643 0.000
H 1.816 14.614 23.893 0.001
H 1.713 15.062 22.214 0.001
H 5.997 18.296 23.056 0.000
H 5.255 17.925 21.567 0.000
H 6.477 16.884 22.117 0.000
H 3.235 16.328 21.116 0.000
C -2.028 10.871 29.192 0.001
C -2.301 10.765 30.691 0.000
C -3.746 11.030 30.945 0.000
C -4.799 9.894 30.748 0.000
C -4.373 8.643 31.520 0.000
C -2.934 8.268 31.187 0.001
N -2.038 9.454 31.256 0.000
O -0.752 9.135 31.276 0.000
C -2.582 7.292 32.286 0.000
C -2.882 7.567 29.848 -0.001
C -1.535 11.891 31.439 0.000
H -0.947 10.796 29.076 0.000
H -2.258 11.870 28.821 0.004
H -2.636 10.220 28.563 -0.002
H -3.902 11.380 31.965 0.000
H -3.981 11.918 30.357 0.001
H -4.902 9.664 29.688 0.000
H -5.731 10.360 31.069 0.000
H -5.028 7.829 31.206 0.000
H -4.489 8.942 32.562 0.000
H -1.620 6.791 32.171 0.000
H -2.618 7.735 33.282 0.000
H -3.333 6.504 32.334 0.000
H -3.611 6.776 29.674 0.000
H -3.014 8.234 28.996 0.001
H -1.903 7.126 29.660 0.000
H -1.412 11.560 32.471 0.000
H -2.074 12.837 31.476 0.000
H -0.588 12.109 30.946 0.000
H -0.661 8.898 30.351 0.000
C 1.576 17.968 27.458 -0.004
C 2.716 18.889 27.991 0.001
C 4.039 18.049 27.633 0.000
C 5.259 18.909 27.465 0.001
C 5.096 20.110 26.632 0.000
C 3.881 20.977 27.086 0.000
N 2.741 20.107 27.151 0.000
O 1.531 20.823 27.206 0.000
C 4.274 21.698 28.376 0.000
C 3.692 22.003 25.986 0.000
C 2.684 19.069 29.486 0.000
H 0.680 18.554 27.661 0.000
H 1.360 17.144 28.138 0.000
H 1.536 17.769 26.387 0.002
H 4.374 17.461 28.487 0.000
H 3.842 17.376 26.799 -0.001
H 5.911 18.187 26.974 0.000
H 5.745 19.095 28.423 0.000
H 4.988 19.841 25.581 0.000
H 5.994 20.723 26.702 0.000
H 5.108 21.174 28.843 0.000
H 4.500 22.742 28.161 0.000
H 3.441 21.875 29.056 0.000
H 4.614 22.568 25.850 0.000
H 3.545 21.463 25.050 0.000
H 2.951 22.766 26.222 0.000
H 1.888 19.753 29.780 0.000
H 3.570 19.569 29.877 0.000
H 2.573 18.111 29.994 0.000
H 1.087 20.442 26.445 0.000
C 3.668 10.672 26.556 0.001
C 3.629 9.187 25.901 0.001
C 4.855 8.391 26.466 -0.001
C 4.618 8.000 27.945 0.000
C 3.316 7.221 28.166 0.000
C 2.085 7.914 27.471 -0.001
N 2.401 8.459 26.142 0.000
O 1.263 8.855 25.511 0.000
C 0.996 6.780 27.394 0.000
C 1.587 9.003 28.383 0.000
C 3.834 9.291 24.383 0.000
H 3.690 10.599 27.644 0.000
H 2.910 11.391 26.245 -0.001
H 4.617 11.143 26.302 0.000
H 4.974 7.561 25.768 0.000
H 5.761 8.997 26.481 0.000
H 4.605 8.919 28.531 0.000
H 5.390 7.291 28.242 0.000
H 3.074 7.289 29.227 0.000
H 3.383 6.168 27.894 0.000
H 1.258 6.101 26.583 0.000
H 0.750 6.273 28.328 0.000
H 0.019 7.146 27.078 0.000
H 0.900 8.648 29.151 0.001
H 2.419 9.509 28.872 0.000
H 0.942 9.754 27.929 -0.001
H 2.993 9.814 23.927 0.000
H 3.864 8.330 23.870 0.000
H 4.700 9.883 24.087 0.000
H 1.141 9.725 25.898 -0.001
C -3.898 20.728 29.009 0.000
C -4.195 19.938 30.365 0.000
C -4.901 18.577 30.048 -0.001
C -3.947 17.416 29.848 0.003
C -2.907 17.352 30.952 0.000
C -2.027 18.637 31.077 0.000
N -2.960 19.776 31.129 0.000
O -2.353 20.980 31.423 0.000
C -1.257 18.521 32.479 0.000
C -0.966 18.700 29.898 0.000
C -5.207 20.753 31.095 0.000
H -3.183 21.543 29.122 0.000
H -4.801 21.076 28.507 0.000
H -3.508 20.056 28.244 0.000
H -5.676 18.283 30.757 0.000
H -5.436 18.574 29.099 0.000
H -3.378 17.547 28.928 -0.003
H -4.588 16.550 29.684 0.001
H -2.179 16.588 30.680 0.000
H -3.344 17.050 31.904 0.000
H -0.730 19.399 32.854 0.000
H -1.868 18.325 33.360 0.000
H -0.544 17.698 32.451 0.000
H -0.373 19.597 30.082 0.000
H -0.202 17.931 29.788 0.000
H -1.434 18.845 28.925 -0.001
H -6.176 20.888 30.614 0.000
H -4.900 21.794 31.194 0.000
H -5.404 20.370 32.097 0.000
H -1.880 21.218 30.623 0.000
C -3.286 13.541 22.090 0.003
C -2.490 12.391 22.708 -0.010
O -1.126 12.601 22.685 -0.005
O -2.926 14.763 22.600 -0.001
H -4.341 13.278 22.174 0.000
H -3.177 13.624 21.008 0.001
H -2.728 11.412 22.294 -0.001
H -2.741 12.364 23.769 0.014
H -0.858 13.183 23.400 0.002
H -3.146 15.420 21.936 0.002
C 2.632 9.841 33.342 0.000
C 2.887 9.910 31.893 0.000
O 4.165 10.349 31.634 0.000
O 2.817 11.103 34.023 0.000
H 3.296 9.150 33.860 0.000
H 1.649 9.450 33.607 0.000
H 2.184 10.602 31.430 0.000
H 2.712 8.926 31.457 0.000
H 4.823 9.883 32.156 0.000
H 2.228 11.692 33.547 0.000
C 1.507 8.727 21.794 0.000
C 0.502 9.785 22.251 0.000
O 0.272 10.835 21.336 0.000
O 2.721 9.453 21.535 0.000
H 1.221 8.285 20.840 0.000
H 1.825 7.972 22.513 0.000
H 0.702 10.243 23.220 0.000
H -0.362 9.123 22.306 0.000
H -0.198 11.549 21.773 -0.001
H 2.428 10.282 21.149 0.000
C 3.335 13.015 29.505 0.000
C 2.903 14.442 29.219 0.001
O 2.297 14.959 30.353 0.000
O 4.445 13.110 30.451 0.000
H 3.791 12.623 28.595 0.000
H 2.629 12.316 29.953 0.000
H 2.218 14.426 28.372 0.000
H 3.800 15.029 29.020 0.000
H 2.822 14.754 31.130 0.000
H 4.846 12.271 30.687 0.000
C 1.349 13.499 19.349 0.000
C -0.018 13.881 18.892 0.000
C -1.119 12.787 19.081 0.000
O -2.402 13.228 18.684 0.000
C -3.374 12.175 18.422 0.000
N -0.413 14.985 19.781 0.000
H 1.234 13.029 20.326 0.000
H 1.912 14.427 19.449 0.000
H 1.772 12.856 18.577 0.000
H -0.084 14.193 17.849 0.000
H -1.265 12.382 20.083 0.000
H -0.903 11.924 18.451 0.000
H -3.047 11.548 17.592 0.000
H -4.403 12.509 18.295 0.000
H -3.418 11.532 19.301 0.000
H -0.401 14.706 20.751 0.000
H -1.418 15.021 19.689 0.000
```